Density functional theory data (wB97M-V/def2-TZVPD) for a single C5H9N molecule.

Structure (XYZ):
```
15
Properties=species:S:1:pos:R:3:forces:R:3
N 1.809238 0.310732 -2.349172 -0.2373 -0.6472 0.1459
C 0.810642 0.673981 -1.317393 2.6889 0.6393 0.4748
C -1.971805 0.181753 2.200179 -0.0186 -1.0467 1.5202
C -1.269843 -0.664952 1.455938 0.3868 -0.4066 -1.1561
C 0.009671 -0.232531 0.870284 0.3537 0.8229 0.7168
C 0.339060 -0.406899 -0.415210 -2.0306 -0.6206 0.1235
H 1.508705 -0.573107 -2.753206 -0.1050 0.1466 -0.3500
H 2.672222 0.038060 -1.887535 0.0278 0.2401 0.0953
H 1.322407 1.395832 -0.663946 -0.0546 0.0614 -0.0646
H 0.069812 1.306796 -1.803823 -0.7027 -0.6446 0.1049
H -3.000170 -0.025772 2.469896 -0.0191 -0.0567 -0.1358
H -1.462902 0.858296 2.874324 0.0347 0.7245 -0.5685
H -1.720884 -1.533553 0.984463 -0.2632 0.1010 -0.0180
H 0.506433 0.516168 1.485342 -0.0334 0.4353 -0.3491
H -0.158409 -1.285102 -0.835864 -0.0274 0.2513 -0.5395
```
Positions in Å, forces in eV/Å.

**Calculated total energy**: -250.5826 Ha
**ΔE to the lowest compared entry with this formula, charge and spin**: 52.91 kcal/mol
**SMILES**: C=C/C=C/CN
**HOMO level**: -8.56 eV
**Kohn-Sham gap**: 9.42 eV
**Multiplicity**: 1